[1]
# C2H6N2O3

A molecular structure, C2H6N2O3 in a non-equilibrium geometry (wB97M-V/def2-TZVPD, the Open Molecules 2025 dataset).

Structure (XYZ):
```
13
Properties=species:S:1:pos:R:3
C 0.358 0.764 -0.152
N -1.297 -0.962 0.150
N 1.441 0.104 -0.056
C -1.011 0.368 0.277
O -2.612 -1.344 0.436
O 1.511 -1.078 0.596
O -1.814 1.122 0.793
H -3.014 -0.526 0.802
H 0.695 -1.295 1.094
H -0.878 -1.568 -0.542
H 2.914 1.067 -1.158
H 0.447 1.761 -0.555
H 3.260 1.589 -1.685
```

highest occupied orbital energy	-10.2	eV
frontier orbital gap	10.30	eV

***

[2]
# C2H9N2O

2 unconnected molecules or ions with the total composition C2H9N2O in a non-equilibrium geometry (wB97M-V/def2-TZVPD, the Open Molecules 2025 dataset).

Structure (XYZ):
```
14
Properties=species:S:1:pos:R:3
C -0.843 0.728 -0.113
C -1.040 0.332 -1.366
N -2.280 0.101 -1.876
N 0.578 0.770 0.339
H -1.524 1.019 0.787
H -0.225 0.225 -2.086
H -2.243 0.051 -2.897
H -3.099 0.167 -1.284
H 1.005 -0.112 0.702
H 0.603 1.330 1.202
H 1.144 1.385 -0.267
H 3.229 -2.124 1.966
H 2.310 -1.984 2.914
O 2.385 -1.886 1.977
```

highest occupied orbital energy	-13.0	eV
frontier orbital gap	9.71	eV
total charge	+1

***

[3]
# H6O3

3 unconnected molecules or ions with the total composition H6O3 in a non-equilibrium geometry (wB97M-V/def2-TZVPD, the Open Molecules 2025 dataset).

Structure (XYZ):
```
9
Properties=species:S:1:pos:R:3
O 0.169 -0.342 -0.824
H 0.718 0.363 -0.481
H 0.270 -0.285 -1.774
O 0.692 2.071 0.881
H 1.426 2.626 0.618
H 1.016 1.589 1.642
O -1.370 -2.390 0.028
H -0.726 -1.720 -0.202
H -2.194 -1.911 0.112
```

highest occupied orbital energy (alpha / beta)	-15.6 / -15.6	eV
expectation value of S²	0.75
multiplicity	2
frontier orbital gap (alpha / beta)	11.21 / 3.54	eV
total charge	+1

***

[4]
# C2H3Cl2NOS

2 unconnected molecules or ions with the total composition C2H3Cl2NOS in a non-equilibrium geometry (wB97M-V/def2-TZVPD, the Open Molecules 2025 dataset).

Structure (XYZ):
```
10
Properties=species:S:1:pos:R:3
O -1.189 1.417 -0.486
C -1.668 0.431 -0.034
Cl -3.269 0.169 0.545
N -0.928 -0.727 0.128
C 0.510 -0.756 -0.058
S 1.353 -2.105 -0.227
H -1.477 -1.553 0.243
H 0.995 0.307 -0.005
Cl 2.849 1.646 0.545
H 2.824 1.171 -0.650
```

highest occupied orbital energy	-9.4	eV
SMILES	O=C(Cl)NC=S.Cl
frontier orbital gap	8.87	eV

***

[5]
# C2H7N2

A molecular structure, C2H7N2 in a non-equilibrium geometry (wB97M-V/def2-TZVPD, the Open Molecules 2025 dataset).

Structure (XYZ):
```
11
Properties=species:S:1:pos:R:3
C 0.275 0.304 0.046
C -0.428 -1.319 0.999
N -0.892 -0.356 0.108
N 0.963 -0.716 0.909
H 0.684 1.001 -0.593
H -0.722 2.225 -2.131
H -0.217 2.758 -2.452
H -0.774 -2.290 1.036
H -1.824 -0.136 -0.261
H 1.785 -1.240 0.607
H 1.151 -0.230 1.731
```

highest occupied orbital energy (alpha / beta)	-13.3 / -13.2	eV
frontier orbital gap (alpha / beta)	8.69 / 8.41	eV
total charge	+1

***

[6]
# C20H18F6N5O7PRu

A molecular structure, C20H18F6N5O7PRu (wB97M-V/def2-TZVPD, the Open Molecules 2025 dataset).

Structure (XYZ):
```
58
Properties=species:S:1:pos:R:3
Ru -0.065 1.008 1.645
O 2.569 4.329 0.104
C 1.910 3.296 0.553
O 0.696 3.193 0.606
C 2.777 2.199 1.084
C 4.155 2.222 1.178
C 4.795 1.205 1.888
C 4.036 0.255 2.559
C 2.659 0.324 2.436
N 2.057 1.219 1.651
C 1.667 -0.422 3.285
O 1.821 -1.396 3.929
O 0.452 0.274 3.261
H 1.963 5.054 -0.124
H 4.712 3.040 0.741
H 5.874 1.200 1.971
H 4.475 -0.496 3.203
O 0.825 1.477 -7.301
C 0.898 0.597 -6.280
N 0.150 1.044 -5.190
C 0.498 0.658 -3.851
O 1.537 0.078 -3.690
C -0.456 0.997 -2.767
C -1.812 1.241 -2.970
C -2.616 1.467 -1.869
C -2.052 1.426 -0.606
N -0.742 1.179 -0.410
C 0.044 0.978 -1.471
H 1.077 1.086 -8.156
H 1.920 0.300 -5.943
H 0.499 -0.424 -6.572
H -0.619 1.685 -5.380
H -2.254 1.232 -3.959
H -3.676 1.651 -1.968
H -2.660 1.567 0.277
H 1.093 0.778 -1.291
F -1.752 1.373 2.240
P -4.839 1.472 2.608
F -6.318 1.389 2.232
F -5.136 1.731 4.119
F -4.403 1.214 1.064
F -4.130 0.135 2.975
F -4.147 2.858 2.506
N -1.113 -6.191 1.949
C -0.095 -5.421 1.529
O 1.015 -5.822 1.259
C -0.357 -3.930 1.398
C -1.282 -3.200 2.130
C -1.315 -1.823 2.009
N -0.498 -1.166 1.170
C 0.382 -1.873 0.436
C 0.485 -3.240 0.527
H -0.949 -7.181 2.045
H -2.047 -5.849 2.081
H -1.950 -3.676 2.835
H -1.998 -1.221 2.597
H 1.016 -1.311 -0.241
H 1.225 -3.791 -0.038
```

highest occupied orbital energy (alpha / beta)	-16.7 / -16.7	eV
expectation value of S²	8.78
multiplicity	6
frontier orbital gap (alpha / beta)	7.02 / 3.46	eV
total charge	+3

***

[7]
# C8H8N3O

A gas-phase ion, C8H8N3O (charge +1) in a non-equilibrium geometry (wB97M-V/def2-TZVPD, the Open Molecules 2025 dataset).

Structure (XYZ):
```
20
Properties=species:S:1:pos:R:3
C -3.243 -0.436 -0.274
C -2.813 0.855 -0.259
C -2.360 -1.463 0.141
C -1.457 1.205 0.106
C -0.596 -0.015 0.245
C 1.311 1.387 -0.127
C 1.710 -0.887 -0.033
C 3.031 -0.119 0.145
N -1.096 -1.216 0.330
N 0.723 0.192 0.076
N 2.596 1.254 -0.115
O -0.965 2.311 0.191
H -4.275 -0.678 -0.474
H -3.497 1.683 -0.375
H -2.709 -2.461 0.366
H 1.642 -1.382 -1.007
H 1.508 -1.622 0.747
H 3.446 -0.221 1.152
H 3.798 -0.403 -0.578
H 3.245 2.014 -0.256
```

highest occupied orbital energy (alpha / beta)	-12.5 / -13.7	eV
frontier orbital gap (alpha / beta)	5.83 / 7.36	eV
total charge	+1

***

[8]
# C4H13NP

A gas-phase ion, C4H13NP (charge +1) (wB97M-V/def2-TZVPD, the Open Molecules 2025 dataset).

Structure (XYZ):
```
19
Properties=species:S:1:pos:R:3
C 0.948 -0.420 -1.422
C -0.288 -0.571 -0.555
N -0.159 -1.874 0.210
C -0.517 0.571 0.434
C 0.650 0.802 1.390
P -0.827 2.169 -0.561
H 1.859 -0.447 -0.831
H 0.911 0.538 -1.936
H 0.993 -1.200 -2.179
H -1.172 -0.669 -1.194
H -0.012 -2.661 -0.433
H -0.992 -2.053 0.783
H 0.660 -1.796 0.830
H -1.421 0.350 1.014
H 1.542 1.114 0.852
H 0.886 -0.073 1.995
H 0.395 1.603 2.079
H -1.365 2.850 0.528
H -2.090 1.764 -1.004
```

highest occupied orbital energy	-13.3	eV
SMILES	C[C@@H]([NH3+])[C@@H](C)P
frontier orbital gap	9.71	eV
total charge	+1